(1)
Density functional theory data (the ωB97M-V functional and the def2-TZVPD basis) for C39H53EuN5P2 as an isolated structure at a distorted geometry.

```
100
Properties=species:S:1:pos:R:3:lowdin_spin:R:1
Eu -0.9754 -1.7812 -2.0942 7.048
C -0.4599 3.6681 -0.6281 0.000
C -1.2536 2.8466 -1.3233 0.000
C -1.0102 2.4282 -2.7558 0.000
C 0.3029 1.6578 -2.9816 0.000
C 1.6081 2.3715 -3.2554 0.000
C 1.9234 3.6294 -2.8773 0.000
C 1.0074 4.7665 -2.5291 0.000
C 0.2240 4.8809 -1.1638 0.000
C 1.0308 -2.9545 -1.3241 -0.030
H -0.5503 3.6401 0.4710 0.000
H -2.1720 2.4011 -0.8788 0.000
H -1.0615 3.2775 -3.4439 0.000
H -1.8466 1.7542 -2.9999 0.001
H 0.4887 1.0765 -2.0759 0.000
H 0.1206 0.9404 -3.8039 0.000
H 2.3381 1.7754 -3.8519 0.000
H 2.9807 3.9629 -2.9174 0.000
H 0.3090 4.9825 -3.3490 0.000
H 1.6805 5.6384 -2.4737 0.000
H 0.9004 5.2844 -0.3603 0.000
H -0.5937 5.6042 -1.3931 0.000
H 1.0480 -3.0798 -0.2305 -0.001
H 1.6653 -2.1101 -1.6318 -0.001
H 1.4024 -3.8939 -1.7692 -0.002
P 1.3210 -1.2922 -6.5118 0.001
P -2.1716 -0.8150 -6.4515 0.001
N 2.4994 -0.0199 -6.7986 0.000
N 2.2413 -2.5236 -7.6330 0.000
N -2.2481 0.9642 -6.9862 0.000
N -3.7481 -1.2414 -7.1516 0.000
C 0.2348 -0.6257 -7.8375 0.000
C -1.1435 -1.3050 -7.8663 0.000
C 3.6091 0.1204 -5.9483 0.000
C 4.5811 0.8631 -6.6014 0.000
C 4.0871 1.1547 -7.9072 0.000
C 2.8175 0.6195 -8.0034 0.000
C 2.4371 -3.8449 -7.2496 0.000
C 2.8327 -4.5848 -8.3618 0.000
C 2.9079 -3.6809 -9.4631 0.000
C 2.5713 -2.4172 -8.9864 0.000
C -2.2714 1.9382 -5.9804 0.000
C -1.8623 3.1510 -6.5254 0.000
C -1.6104 2.9502 -7.9246 0.000
C -1.8850 1.6103 -8.1889 0.000
C -4.4794 -0.5557 -8.1315 0.000
C -5.4137 -1.4212 -8.6815 0.000
C -5.2574 -2.6877 -8.0315 0.000
C -4.2344 -2.5588 -7.1079 0.000
H 0.6852 -0.7416 -8.8362 0.000
H 0.1254 0.4558 -7.6702 0.000
H -1.6336 -1.0874 -8.8249 0.000
H -1.0358 -2.4000 -7.8121 0.000
H 3.5905 -0.3200 -4.9600 0.000
H 5.5416 1.1526 -6.1979 0.000
H 4.5755 1.6826 -8.7116 0.000
H 2.1102 0.6457 -8.8264 0.000
H 2.2778 -4.1530 -6.2274 0.000
H 3.0261 -5.6363 -8.3941 0.000
H 3.1431 -3.9099 -10.4854 0.000
H 2.5424 -1.4675 -9.5002 0.000
H -2.6416 1.6968 -4.9822 0.000
H -1.7364 4.0789 -5.9892 0.000
H -1.2579 3.6858 -8.6497 0.000
H -1.8832 1.0871 -9.1443 0.000
H -4.2804 0.4866 -8.3237 0.000
H -6.1164 -1.1708 -9.4577 0.000
H -5.8248 -3.5800 -8.2412 0.000
H -3.8150 -3.2680 -6.4078 0.000
C -1.2020 -0.0011 5.3884 0.000
C -0.9533 0.1251 3.9058 0.000
C -0.1988 1.1707 3.3875 0.000
C 0.1232 1.2688 2.0385 0.000
C 1.0036 2.4544 1.7092 0.000
C -0.3879 0.3297 1.1407 0.000
C -1.2174 -0.7557 1.5736 0.000
C -1.4756 -0.7964 2.9985 -0.001
N -1.6612 -1.6481 0.6246 -0.014
C -2.5496 -2.7912 1.0295 0.000
C -1.7938 -3.7404 1.9755 0.000
C -3.9033 -2.2510 1.5554 0.000
C -2.7282 -3.6116 -0.2529 -0.001
H -0.2620 -0.1209 5.9522 0.000
H -1.6968 0.9121 5.7526 0.000
H -1.8420 -0.8715 5.5967 0.000
H 0.1855 1.9350 4.0569 0.000
H 0.4585 3.3768 1.9774 0.000
H 1.9143 2.5110 2.3327 0.000
H 1.3196 2.5103 0.6618 0.000
H -0.1803 0.3903 0.0613 0.000
H -2.1048 -1.5941 3.4074 0.000
H -1.3972 -3.2816 2.8860 0.000
H -2.4411 -4.5756 2.2721 0.000
H -0.9184 -4.1447 1.4452 0.000
H -4.1391 -1.2731 1.1145 0.000
H -4.7267 -2.9314 1.2961 0.000
H -3.8952 -2.1093 2.6432 0.000
H -3.2322 -2.9617 -0.9909 0.000
H -1.7584 -3.9958 -0.6427 0.000
H -3.3524 -4.4853 -0.0177 0.000
```

Kohn-Sham gap (alpha / beta) in eV: 4.94 / 4.99
Spin multiplicity: 8
⟨S²⟩: 15.762
Energy in hartree: -3184.45422
LUMO level (alpha / beta) in eV: -0.8370 / -0.8046
HOMO level (alpha / beta) in eV: -5.77 / -5.79


(2)
Density functional theory data (the ωB97M-V functional and the def2-TZVPD basis) for a 9-piece molecular cluster, C39H53F8N5O10S3 overall at a distorted geometry.

```
118
Properties=species:S:1:pos:R:3:mulliken_charge:R:1
F 6.6131 2.7529 2.8614 -0.233
C 5.9207 2.6208 3.9389 -0.069
F 5.4192 3.8122 4.3420 -0.267
C 4.7312 1.6609 3.7164 1.029
F 5.1179 0.4514 3.4350 -0.318
F 4.1227 2.1805 2.6857 -0.222
C 3.7868 1.5257 4.9324 -0.935
O 2.9746 0.3665 4.7867 -0.405
C 1.5505 0.5935 4.5174 0.607
F 0.9596 -0.5911 4.7969 -0.302
F 1.0722 1.5469 5.3172 -0.208
C 1.2609 0.9603 3.0715 0.469
F 1.8401 0.1479 2.3055 -0.230
F -0.0226 0.9193 2.7741 -0.046
H 6.6630 2.2389 4.6398 0.304
H 3.3108 2.4884 5.1187 0.353
H 4.2152 1.2870 5.9059 0.546
H 1.6741 1.9530 2.8926 0.107
C -4.2178 -4.9322 0.7392 -0.813
C -3.0464 -5.4250 1.5959 -0.580
O -2.1039 -4.3444 1.4674 -0.137
S -0.8142 -4.5359 0.5419 1.290
C 0.1770 -3.1466 1.0148 -0.866
O -0.1465 -5.8170 0.8238 -0.729
O -1.1907 -4.4044 -0.8621 -0.653
H -3.9374 -4.5919 -0.2577 0.191
H -4.7340 -4.1488 1.2941 0.207
H -4.8580 -5.7919 0.5410 0.431
H -3.4399 -5.3224 2.6072 0.269
H -2.6897 -6.4289 1.3658 0.446
H -0.0584 -2.5891 1.9214 0.413
H 0.1975 -2.4402 0.1850 0.028
H 1.1534 -3.6202 1.1174 0.537
C -2.9089 3.5201 1.1349 -1.179
C -1.7617 3.5133 2.1111 0.802
O -1.4428 4.8787 2.4693 -0.359
S 0.0674 5.1750 3.0260 0.952
C -0.4463 6.3695 4.3214 -1.176
O 0.5964 4.0425 3.7127 -0.404
O 0.8321 5.8692 2.0242 -0.593
H -2.6072 3.6249 0.0927 0.186
H -3.5108 4.3515 1.5017 0.449
H -3.5353 2.6553 1.3537 0.163
H -2.1400 2.9395 2.9571 0.454
H -0.9591 2.9042 1.6952 -0.422
H -0.9705 5.9179 5.1637 0.342
H -0.8898 7.1885 3.7552 0.362
H 0.4054 6.7669 4.8735 0.422
C 0.7756 2.8996 -4.0270 -1.507
C 1.0067 2.4520 -2.5912 0.809
O 1.9738 3.2995 -2.0335 -0.323
S 1.7209 3.9193 -0.5290 1.031
C 0.3825 5.1099 -0.9425 -0.718
O 1.2006 2.8905 0.3965 -0.583
O 2.9678 4.5827 -0.1844 -0.706
H 1.6297 2.8294 -4.7006 0.308
H 0.4877 3.9479 -4.1049 0.346
H 0.0091 2.3145 -4.5350 0.432
H -0.0196 2.4797 -2.2252 0.194
H 1.3594 1.4240 -2.5080 -0.133
H -0.2569 4.7716 -1.7578 0.301
H 0.8150 6.0420 -1.3061 0.397
H -0.2076 5.3012 -0.0462 0.164
C 1.1862 -0.7577 -1.4481 -0.587
C 0.6341 0.0902 -0.4957 0.757
C -0.7431 0.0938 -0.3031 -0.826
N -1.5685 -0.5922 -1.1322 0.174
C -1.0388 -1.4289 -2.0618 -0.859
C 0.3831 -1.5585 -2.2279 -0.729
H 2.2647 -0.7346 -1.4997 0.305
H 1.2596 0.6359 0.1951 0.184
H -1.3204 0.4057 0.5547 0.404
H -1.7258 -1.9149 -2.7388 0.465
H 0.8388 -2.1651 -2.9965 0.520
C -5.5896 -2.4306 -2.0278 0.184
C -4.7625 -1.4174 -2.3969 -0.018
C -4.4922 -1.3387 -3.7471 -0.316
N -5.1229 -2.0551 -4.6918 -0.635
C -6.1161 -2.9786 -4.3050 -0.315
C -6.3377 -3.1304 -2.9365 -0.614
H -5.8016 -2.6342 -0.9886 0.357
H -4.2596 -0.8105 -1.6586 0.207
H -3.8429 -0.5626 -4.1246 0.458
H -6.7390 -3.5813 -4.9494 0.332
H -7.0888 -3.8207 -2.5819 0.367
C -6.2481 0.2043 2.2799 -0.613
C -5.3299 -0.4517 1.4174 0.041
C -3.9594 -0.5582 1.8229 -0.248
N -3.5155 -0.0817 3.0060 -0.254
C -4.4350 0.5126 3.8728 -0.659
C -5.7217 0.7111 3.4301 -0.202
H -7.2784 0.3524 1.9918 0.435
H -5.6328 -0.9319 0.4986 0.164
H -3.2702 -1.0948 1.1876 0.532
H -4.0179 0.8518 4.8095 0.389
H -6.3687 1.2598 4.0984 0.390
C 2.0967 -5.5228 -2.3349 -0.271
C 2.8012 -4.3280 -2.1906 0.061
C 3.9248 -4.0695 -3.0064 -0.534
N 4.3835 -4.9715 -3.9161 -0.616
C 3.7231 -6.1158 -4.1259 -0.288
C 2.5919 -6.4088 -3.3358 -0.475
H 1.2512 -5.8167 -1.7307 0.380
H 2.4901 -3.5640 -1.4936 0.469
H 4.4588 -3.1580 -2.7817 0.518
H 4.0537 -6.7383 -4.9442 0.371
H 2.1680 -7.3827 -3.5312 0.375
C 5.3184 1.3351 -4.6808 -0.247
C 4.3952 0.3263 -4.9291 -0.937
C 4.2283 -0.5406 -3.8754 0.558
N 4.7490 -0.5234 -2.6390 -0.356
C 5.6207 0.5294 -2.4638 -0.325
C 5.9833 1.4654 -3.3890 -0.469
H 5.5926 2.1252 -5.3642 0.357
H 3.6935 0.1787 -5.7367 0.445
H 3.2702 -1.0382 -3.9044 0.147
H 6.1303 0.5852 -1.5132 0.410
H 6.7616 2.1891 -3.1974 0.415
```

SMILES: FC(F)C(F)(F)COC(F)(F)C(F)F.CCOS(C)(=O)=O.CCOS(C)(=O)=O.CCOS(C)(=O)=O.c1ccncc1.c1ccncc1.c1ccncc1.c1ccncc1.c1ccncc1
Kohn-Sham gap in eV: 9.36
Energy in hartree: -4537.35239
LUMO level in eV: 0.2566
HOMO level in eV: -9.10


(3)
Density functional theory data (the ωB97M-V functional and the def2-TZVPD basis) for C39H53FKN7O3P as an isolated structure at a distorted geometry.

```
105
Properties=species:S:1:pos:R:3:mulliken_charge:R:1
K 0.5244 2.5022 -0.3744 0.842
C 5.3814 -3.2565 -2.6470 -1.017
C 5.4075 -2.8887 -1.1718 -1.083
N 4.1796 -2.2280 -0.7393 0.146
C 4.1306 -0.8554 -0.7697 0.351
C 3.0500 -0.1131 -0.4552 -0.004
C 2.9992 1.3982 -0.6605 -0.353
O 3.4405 2.1209 0.2367 -0.658
O 2.3669 1.7215 -1.6896 -0.777
C 1.8433 -0.7581 0.0030 0.482
O 0.8435 -0.1465 0.3848 -0.233
C 1.8853 -2.2281 -0.0508 0.524
C 0.7336 -2.9346 0.3071 -1.070
C 0.7306 -4.2963 0.2625 0.416
F -0.3708 -4.9852 0.6603 -0.364
C 1.8550 -5.0211 -0.1568 -1.484
C 3.0022 -4.3358 -0.4913 -0.963
C 3.0476 -2.9281 -0.4259 1.216
N 1.8606 -6.4488 -0.2295 0.417
C 0.6852 -7.1112 -0.7505 -0.514
C 1.0749 -8.4928 -1.2339 -0.951
N 1.6645 -9.2477 -0.0688 -0.156
C 2.8345 -8.5233 0.5454 -0.758
C 2.3886 -7.1263 0.9343 -0.480
H 6.3137 -3.7374 -2.9415 0.388
H 5.2469 -2.3664 -3.2606 0.333
H 4.5591 -3.9371 -2.8689 0.301
H 6.2247 -2.2015 -0.9534 0.515
H 5.5773 -3.7641 -0.5388 0.427
H 5.0487 -0.3859 -1.0978 0.510
H -0.1302 -2.3805 0.6444 0.637
H 3.8454 -4.9091 -0.8446 0.487
H 0.2841 -6.5449 -1.5904 0.487
H -0.1266 -7.2029 -0.0120 0.406
H 1.8496 -8.4581 -1.9984 0.359
H 0.2203 -9.0690 -1.5854 0.419
H 1.9448 -10.1843 -0.3612 0.350
H 0.9395 -9.3668 0.6443 0.405
H 3.6074 -8.4985 -0.2218 0.356
H 3.1667 -9.1128 1.3983 0.401
H 3.2473 -6.5799 1.3224 0.462
H 1.6498 -7.1909 1.7540 0.268
C 0.4721 1.8196 4.3667 -0.715
C -0.3867 2.6130 5.1105 -0.726
C -1.2210 3.4975 4.4482 -0.882
C -1.1736 3.5526 3.0570 0.254
N -0.3416 2.7977 2.3454 0.699
C 0.4582 1.9552 2.9850 -0.439
C -2.0304 4.4830 2.2661 0.625
C -3.1732 5.0688 2.8096 -0.787
C -3.9210 5.9316 2.0255 -0.661
C -3.5032 6.1858 0.7293 -0.879
C -2.3583 5.5462 0.2761 -0.242
N -1.6403 4.7116 1.0118 0.487
H 1.1497 1.1188 4.8339 0.491
H -0.4011 2.5559 6.1907 0.411
H -1.8786 4.1477 5.0072 0.400
H 1.1204 1.3642 2.3625 0.274
H -3.4889 4.8387 3.8171 0.373
H -4.8168 6.3926 2.4191 0.431
H -4.0464 6.8539 0.0767 0.453
H -2.0015 5.7107 -0.7353 0.467
C 1.3967 8.7554 -0.3631 -0.916
N 1.5290 7.3370 -0.1246 0.199
C 2.1407 6.7403 0.9499 -0.635
C 1.9709 5.3985 0.7839 -0.490
N 1.2690 5.1554 -0.3676 -0.152
C 1.0237 6.3336 -0.8780 -0.462
H 2.2417 9.2726 0.0874 0.311
H 0.4708 9.1417 0.0659 0.299
H 1.4087 8.9475 -1.4349 0.353
H 2.6425 7.3194 1.7034 0.432
H 2.3483 4.5969 1.3938 0.405
H 0.4977 6.5322 -1.7977 0.468
C -2.6917 -0.1744 1.6982 -1.577
C -3.5727 0.4003 0.5895 0.511
C -4.3841 1.5692 1.1387 -1.714
P -2.5096 0.9068 -0.8550 0.920
C -3.7506 1.5281 -2.0994 0.579
C -3.9720 3.0258 -1.8726 -1.500
C -3.2624 1.3451 -3.5342 -1.732
C -1.9508 -0.7706 -1.4366 2.735
C -0.8674 -0.7033 -2.5109 -1.615
C -3.0394 -1.7836 -1.7912 -1.728
H -3.2896 -0.3584 2.5935 0.557
H -1.8927 0.5220 1.9608 0.285
H -2.2251 -1.1188 1.4178 0.089
H -4.2785 -0.3712 0.2583 0.508
H -3.7518 2.4357 1.3343 0.229
H -4.8547 1.2820 2.0808 0.533
H -5.1758 1.8755 0.4565 0.362
H -4.7013 0.9932 -1.9765 0.481
H -3.0439 3.5669 -2.0726 0.258
H -4.2770 3.2756 -0.8593 0.239
H -4.7324 3.4035 -2.5599 0.488
H -2.2548 1.7508 -3.6593 0.286
H -3.9154 1.8909 -4.2177 0.494
H -3.2441 0.3066 -3.8536 0.295
H -1.4448 -1.1253 -0.5331 -2.034
H -1.2779 -0.4939 -3.4973 0.429
H -0.3558 -1.6673 -2.5748 0.412
H -0.1155 0.0555 -2.2925 0.219
H -3.6681 -1.4417 -2.6134 0.218
H -3.6927 -1.9964 -0.9446 0.406
H -2.5923 -2.7311 -2.1032 0.477
```

Kohn-Sham gap in eV: 6.14
Energy in hartree: -3167.94817
Net charge: +1
LUMO level in eV: -3.0988
HOMO level in eV: -9.24


(4)
Density functional theory data (the ωB97M-V functional and the def2-TZVPD basis) for C39H53N5O7SSbV as an isolated structure at a distorted geometry.

```
107
Properties=species:S:1:pos:R:3:lowdin_spin:R:1
V -0.0597 -0.1393 1.4082 0.909
C 1.5756 3.0657 1.9942 0.001
C 2.1521 2.1863 3.0783 -0.003
C 3.3958 2.5264 3.5943 0.001
C 3.9501 1.8239 4.6469 -0.001
C 3.2474 0.7667 5.1980 0.000
C 2.0140 0.3720 4.6962 -0.002
C 1.3384 -0.8173 5.3167 0.000
C 1.4602 1.0824 3.6115 0.002
N 0.2553 0.6829 2.9499 -0.047
C -1.0748 0.8919 3.4749 0.007
C -1.2087 2.1711 4.2761 0.001
C -2.0617 0.7402 2.2496 0.005
C -3.3885 1.4439 2.4594 0.003
N -1.4046 1.0249 0.9967 -0.038
C -2.2604 1.3823 -0.0940 -0.002
C -2.4512 2.7483 -0.3438 -0.003
C -1.7160 3.8079 0.4360 -0.001
C -3.3568 3.1491 -1.3183 0.000
C -4.0908 2.2228 -2.0300 -0.001
C -3.8853 0.8722 -1.7985 0.000
C -2.9645 0.4258 -0.8607 -0.002
C -2.7953 -1.0578 -0.6822 0.000
H 2.3282 3.2830 1.2347 0.000
H 1.2675 4.0192 2.4275 0.000
H 0.7167 2.6072 1.5114 0.001
H 3.9293 3.3638 3.1601 0.000
H 4.9210 2.1004 5.0355 0.000
H 3.6636 0.2232 6.0365 0.000
H 1.9898 -1.2929 6.0472 0.000
H 1.0847 -1.5602 4.5615 0.000
H 0.4175 -0.5291 5.8192 0.000
H -0.4117 2.2117 5.0178 0.000
H -2.1634 2.1877 4.7943 0.000
H -1.1260 3.0386 3.6214 0.000
H -3.7912 1.1763 3.4349 0.000
H -4.0901 1.1229 1.6919 0.000
H -3.2596 2.5230 2.3974 0.000
H -0.9899 3.3672 1.1145 0.000
H -2.4204 4.4069 1.0165 0.000
H -1.1957 4.4840 -0.2436 0.000
H -3.4937 4.2078 -1.5038 0.000
H -4.8142 2.5443 -2.7678 0.000
H -4.4596 0.1393 -2.3527 0.000
H -3.2082 -1.5930 -1.5357 0.000
H -3.3256 -1.4053 0.2049 0.000
H -1.7484 -1.3322 -0.5861 0.000
C -0.0869 -0.3226 -6.2151 0.000
C -0.8881 -0.2157 -4.9258 0.001
C -1.6432 1.1003 -4.8851 0.000
C -1.8331 -1.3952 -4.7622 0.000
Sb 0.4914 -0.2561 -3.1049 0.000
C 1.8470 -2.1152 -3.3586 0.000
C 1.0276 -3.2256 -2.7313 0.000
C 3.1295 -1.8624 -2.5985 0.002
C 2.1047 -2.3579 -4.8338 0.000
C 1.5183 1.7936 -3.2240 0.000
C 2.7124 1.8018 -2.2946 0.000
C 1.9431 2.0669 -4.6583 0.000
C 0.4804 2.7772 -2.7131 0.000
H -0.7549 -0.1158 -7.0595 0.000
H 0.3226 -1.3185 -6.3630 0.000
H 0.7278 0.3996 -6.2601 0.000
H -2.4442 1.0767 -5.6330 0.000
H -0.9955 1.9425 -5.1318 0.000
H -2.1013 1.2761 -3.9160 0.000
H -2.5258 -1.4262 -5.6101 0.000
H -2.4252 -1.3024 -3.8504 0.000
H -1.2985 -2.3465 -4.7394 0.000
H 0.9249 -3.0801 -1.6572 0.000
H 1.5408 -4.1816 -2.8865 0.000
H 0.0352 -3.3071 -3.1786 0.000
H 2.9286 -1.6518 -1.5517 0.002
H 3.7159 -1.0544 -3.0386 0.000
H 3.7435 -2.7709 -2.6295 0.000
H 1.2056 -2.6984 -5.3451 0.000
H 2.8545 -3.1531 -4.9342 0.000
H 2.4972 -1.4769 -5.3421 0.000
H 3.4492 1.0377 -2.5478 0.000
H 2.3909 1.6692 -1.2682 0.000
H 3.2100 2.7768 -2.3642 0.000
H 2.5800 1.2717 -5.0498 0.000
H 2.5248 2.9966 -4.6953 0.000
H 1.0888 2.1933 -5.3228 0.000
H 0.1740 2.5132 -1.6985 0.000
H -0.4081 2.8244 -3.3416 0.000
H 0.9206 3.7816 -2.6818 0.000
S 3.1646 -0.2332 0.7565 0.114
C 1.6609 0.0194 0.7571 0.016
O -0.1177 -6.4230 5.6619 0.000
N -0.7610 -5.3941 5.6765 0.000
O -1.5591 -5.0705 6.5329 0.000
C -0.5556 -4.4592 4.5668 0.000
C -1.2956 -3.2916 4.5171 0.000
C -1.1297 -2.4061 3.4749 0.002
C -0.2344 -2.7018 2.4040 0.004
O -0.1172 -1.9096 1.3680 0.030
C 0.5373 -3.8970 2.5267 0.001
C 0.3690 -4.7594 3.5939 0.000
N 1.6052 -4.2304 1.5849 0.000
O 1.9254 -3.4264 0.7242 0.001
O 2.1672 -5.2932 1.7460 0.000
N -1.9856 -1.2529 3.5400 0.000
O -1.5240 -0.1715 4.3249 -0.002
O -2.3010 -0.7119 2.2734 -0.003
H -2.0006 -3.0696 5.3064 0.000
H 0.9764 -5.6492 3.6692 0.000
```

Kohn-Sham gap (alpha / beta) in eV: 4.14 / 4.38
Spin multiplicity: 2
⟨S²⟩: 0.782
Energy in hartree: -3900.18185
Net charge: +1
LUMO level (alpha / beta) in eV: -5.8521 / -5.6144
HOMO level (alpha / beta) in eV: -9.99 / -9.99